Version A
Formula: C8H12O2
Source: the Open Molecules 2025 dataset
Level of theory: ωB97M-V with the def2-TZVPD basis set

Geometry as ORCA input:
```
! wB97M-V def2-TZVPD RIJCOSX def2/J DEFGRID3
* xyz 0 1
O 1.535 1.726 2.665
C 1.409 -0.023 1.008
C -0.162 1.840 1.069
C 0.645 -0.516 -0.098
C -0.790 1.349 -0.068
C 0.988 1.148 1.573
C -0.402 0.130 -0.632
C -0.550 -0.205 -3.226
C -1.167 -0.460 -1.758
H 0.837 2.297 3.069
H 2.170 -0.696 1.424
H -0.516 2.775 1.524
H 0.881 -1.525 -0.462
H -1.553 2.052 -0.426
H -1.170 -0.626 -4.036
H 0.469 -0.619 -3.312
H -0.497 0.889 -3.356
H -2.227 -0.172 -1.624
H -1.093 -1.554 -1.606
O 0.043 -2.648 2.941
H 0.209 -2.358 2.015
H 0.939 -2.804 3.316
*
```

Output
Orbital gap ... 9.3 eV
HOMO energy ... -8.6 eV
SMILES string ... CCc1ccc(O)cc1.O
LUMO level ... 0.77 eV

=====

Version B
Formula: C8H12O2
Source: the Open Molecules 2025 dataset
Level of theory: ωB97M-V with the def2-TZVPD basis set

Geometry as ORCA input:
```
! wB97M-V def2-TZVPD RIJCOSX def2/J DEFGRID3
* xyz 0 1
O -1.960 0.764 -5.903
C -2.686 1.040 -3.691
C -0.335 1.366 -4.260
C -2.378 1.090 -2.337
C -0.025 1.560 -2.887
C -1.704 1.074 -4.630
C -1.076 1.392 -1.930
C 0.000 0.000 0.000
C -0.763 1.308 -0.442
H -2.933 0.743 -6.074
H -3.706 0.738 -3.963
H 0.524 1.481 -4.935
H -3.086 0.893 -1.521
H 1.015 1.648 -2.544
H 1.016 -0.036 -0.427
H -0.546 -0.906 -0.313
H 0.081 0.000 1.100
H -1.668 1.607 0.122
H -0.012 2.113 -0.322
O -1.638 -1.802 -5.780
H -2.356 -1.988 -6.426
H -1.561 -0.821 -5.770
*
```

Output
Orbital gap ... 9.1 eV
HOMO energy ... -8.5 eV
SMILES string ... CCc1ccc(O)cc1.O
LUMO level ... 0.57 eV

=====

Need the numbers? Relative energies in eV: version A 0.000; version B 0.106.

=====

Version A
Formula: C18H20ClN3O4
Source: the Open Molecules 2025 dataset
Level of theory: ωB97M-V with the def2-TZVPD basis set

Geometry as ORCA input:
```
! wB97M-V def2-TZVPD RIJCOSX def2/J DEFGRID3
* xyz 0 1
C -1.770 -4.077 0.480
C -1.244 -2.825 -0.343
H -0.744 -2.960 -1.311
H -0.673 -2.249 0.258
O -2.507 -2.194 -0.852
C -3.019 -1.220 0.242
O -2.594 -1.104 1.458
C -4.111 -0.263 -0.522
C -4.928 0.469 0.609
C -4.526 1.895 0.697
H -4.991 2.588 1.649
C -3.164 2.267 0.528
N -2.454 1.358 -0.668
C -1.123 1.333 -0.525
C -0.526 0.370 -1.547
C 0.816 0.094 -1.224
O 1.533 -0.798 -2.019
N 1.538 0.781 -0.255
C 1.110 1.864 0.433
O 1.580 2.443 1.444
N -0.403 1.921 0.243
H -0.880 2.695 1.121
C 2.951 0.652 -0.100
C 3.865 1.516 -0.320
C 5.265 1.331 -0.570
C 5.723 -0.055 0.157
C 4.687 -1.196 0.509
C 3.374 -0.537 0.324
Cl 2.054 -1.875 0.931
H 4.991 -2.015 0.975
H 6.694 -0.211 0.240
H 5.987 1.863 -0.716
H 3.653 2.465 -0.860
H -1.054 -0.306 -2.196
C -3.442 0.677 -1.318
H -4.118 1.605 -1.727
H -2.867 0.244 -2.305
H -2.857 3.269 0.871
H -2.632 1.781 1.550
H -5.185 2.572 -0.025
H -5.865 0.214 0.736
H -4.722 0.096 1.907
H -4.827 -0.978 -0.967
H -2.352 -3.958 1.362
H -1.049 -4.620 0.535
H -2.358 -4.719 -0.224
*
```

Output
Orbital gap ... 7.8 eV
HOMO energy ... -7.7 eV
LUMO level ... 0.13 eV

=====

Version B
Formula: C18H20ClN3O4
Source: the Open Molecules 2025 dataset
Level of theory: ωB97M-V with the def2-TZVPD basis set

Geometry as ORCA input:
```
! wB97M-V def2-TZVPD RIJCOSX def2/J DEFGRID3
* xyz 0 1
C -1.685 -2.165 -2.536
C -1.401 -0.982 -1.620
N 0.011 -0.931 -1.294
C 0.577 0.217 -0.845
O -0.058 1.265 -0.823
C 1.987 0.084 -0.445
C 2.737 -1.074 -0.368
C 4.029 -0.713 0.067
C 5.198 -1.436 0.323
C 6.301 -0.733 0.743
C 6.284 0.659 0.919
C 5.143 1.385 0.671
C 4.010 0.694 0.242
N 2.768 1.153 -0.070
C 2.403 2.543 -0.013
H 3.035 3.124 -0.689
H 1.362 2.652 -0.308
H 2.532 2.922 1.003
H 5.132 2.455 0.807
H 7.182 1.153 1.252
Cl 7.776 -1.579 1.073
H 5.231 -2.506 0.194
H 2.421 -2.075 -0.585
H 0.465 -1.814 -1.133
H -1.649 -0.036 -2.104
C -2.163 -1.150 -0.302
O -1.995 -2.174 0.368
N -2.961 -0.169 0.111
C -3.257 1.078 -0.580
C -4.291 1.756 0.315
H -4.272 2.839 0.215
C -3.903 1.283 1.713
C -3.502 -0.167 1.473
H -2.728 -0.522 2.166
C -4.705 -1.135 1.595
O -5.810 -0.758 1.870
O -4.407 -2.404 1.389
H -3.452 -2.525 1.128
H -4.731 1.346 2.414
H -3.055 1.854 2.092
H -5.292 1.396 0.078
H -3.650 0.881 -1.579
H -2.343 1.677 -0.658
H -2.724 -2.148 -2.856
H -1.505 -3.095 -2.000
H -1.044 -2.123 -3.413
*
```

Output
Orbital gap ... 8.6 eV
HOMO energy ... -8.5 eV
SMILES string ... C[C@H](NC(=O)c1cc2cc(Cl)ccc2n1C)C(=O)N1CCC[C@H]1C(=O)O
LUMO level ... 0.06 eV

=====

Need the numbers? Relative energies in eV: version A 17.141; version B 0.000.

=====

Version A
Formula: C39H38ClInN3O2P2S3
Source: the Open Molecules 2025 dataset
Level of theory: ωB97M-V with the def2-TZVPD basis set

Geometry as ORCA input:
```
! wB97M-V def2-TZVPD RIJCOSX def2/J DEFGRID3
* xyz 1 1
In -0.768 1.564 -3.175
O -1.834 3.200 -1.604
C -1.350 4.176 -2.248
O -1.008 4.165 -3.434
C -1.168 5.470 -1.440
N -1.471 5.107 -0.006
C -2.556 6.007 0.492
C -3.323 6.348 -0.774
C -2.209 6.536 -1.806
H -0.142 5.815 -1.539
H -0.648 5.068 0.594
H -1.809 4.118 -0.115
H -2.092 6.894 0.922
H -3.125 5.488 1.261
H -3.922 7.245 -0.642
H -3.989 5.531 -1.053
H -1.779 7.534 -1.722
H -2.541 6.400 -2.833
Cl -4.307 1.104 -4.497
C -3.387 2.110 -5.511
H -3.043 3.050 -5.114
H -3.248 1.800 -6.532
S -4.379 -1.417 1.863
C -3.937 -1.753 0.326
S -3.572 -0.498 -0.818
C -3.142 -1.678 -2.007
N -3.331 -2.924 -1.590
N -3.744 -2.967 -0.330
C -3.821 -4.285 0.244
C -3.035 -5.282 -0.322
C -3.080 -6.560 0.205
C -3.900 -6.845 1.288
C -4.690 -5.846 1.831
C -4.662 -4.559 1.312
S -2.466 -1.296 -3.482
H -2.404 -5.059 -1.170
H -2.468 -7.335 -0.235
H -3.927 -7.844 1.701
H -5.342 -6.058 2.666
H -5.295 -3.796 1.729
C 3.332 0.638 -0.365
P 1.659 0.899 -1.106
C 1.066 -0.807 -1.430
C 1.328 -1.281 -2.717
C 0.973 -2.568 -3.091
C 0.328 -3.395 -2.186
C 0.052 -2.934 -0.907
C 0.422 -1.653 -0.528
C 0.620 1.543 0.259
C 1.102 2.630 1.000
C 0.333 3.214 1.992
C -0.953 2.746 2.250
C -1.464 1.707 1.488
C -0.683 1.121 0.499
P 3.512 0.504 1.474
C 2.712 -1.103 1.810
C 3.123 -2.297 1.220
C 2.489 -3.486 1.527
C 1.431 -3.497 2.430
C 1.017 -2.318 3.028
C 1.661 -1.125 2.720
C 5.278 0.025 1.597
C 5.691 -0.619 2.765
C 7.020 -0.944 2.965
C 7.969 -0.621 2.004
C 7.576 0.031 0.848
C 6.240 0.355 0.647
H 3.948 1.482 -0.682
H 3.725 -0.248 -0.876
H 1.821 -0.633 -3.435
H 1.191 -2.920 -4.090
H 0.042 -4.397 -2.477
H -0.440 -3.578 -0.189
H 0.232 -1.335 0.487
H 2.102 3.007 0.820
H 0.751 4.014 2.591
H -1.543 3.179 3.049
H -2.463 1.331 1.671
H -1.104 0.311 -0.077
H 3.957 -2.298 0.527
H 2.815 -4.408 1.065
H 0.938 -4.429 2.674
H 0.200 -2.324 3.738
H 1.341 -0.200 3.187
H 4.962 -0.877 3.525
H 7.318 -1.451 3.873
H 9.009 -0.876 2.159
H 8.307 0.290 0.095
H 5.967 0.866 -0.266
*
```

Output
Orbital gap (alpha / beta) ... 7.4 / 5.1 eV
HOMO energy (alpha / beta) ... -10.1 / -10.0 eV
LUMO level (alpha / beta) ... -2.72 / -4.87 eV

=====

Version B
Formula: C39H38ClInN3O2P2S3
Source: the Open Molecules 2025 dataset
Level of theory: ωB97M-V with the def2-TZVPD basis set

Geometry as ORCA input:
```
! wB97M-V def2-TZVPD RIJCOSX def2/J DEFGRID3
* xyz 1 1
In 0.395 -0.823 0.307
O 1.001 -0.556 2.807
C 0.300 0.482 2.733
O -0.156 0.974 1.672
C -0.091 1.155 4.040
N 0.610 0.359 5.131
C -0.445 -0.233 6.033
C -1.655 -0.329 5.121
C -1.588 0.982 4.334
H 0.241 2.189 4.042
H 1.313 0.893 5.635
H 1.080 -0.381 4.575
H -0.615 0.468 6.847
H -0.082 -1.175 6.434
H -2.575 -0.439 5.689
H -1.562 -1.183 4.446
H -1.954 1.812 4.938
H -2.152 0.959 3.405
Cl 2.678 0.996 -1.202
C 2.410 -0.039 0.223
H 2.448 0.607 1.093
H 3.169 -0.813 0.263
S 0.667 -6.711 -0.525
C -0.325 -5.572 0.124
S 0.289 -4.056 0.728
C -1.323 -3.446 0.879
N -2.236 -4.313 0.665
N -1.673 -5.532 0.321
C -2.606 -6.611 0.132
C -3.941 -6.306 -0.111
C -4.853 -7.332 -0.288
C -4.444 -8.657 -0.221
C -3.117 -8.946 0.050
C -2.190 -7.929 0.232
S -1.627 -1.761 1.251
H -4.257 -5.277 -0.137
H -5.892 -7.091 -0.473
H -5.158 -9.457 -0.367
H -2.788 -9.974 0.127
H -1.161 -8.170 0.456
C 0.290 -0.051 -3.856
P 0.470 -1.200 -2.448
C -0.934 -2.359 -2.656
C -2.185 -1.818 -2.352
C -3.339 -2.568 -2.507
C -3.254 -3.884 -2.942
C -2.015 -4.442 -3.221
C -0.860 -3.683 -3.091
C 2.003 -2.155 -2.648
C 3.106 -1.573 -3.275
C 4.306 -2.260 -3.364
C 4.427 -3.533 -2.821
C 3.343 -4.114 -2.179
C 2.141 -3.428 -2.090
P 0.898 -0.550 -5.539
C -0.240 -1.915 -5.983
C -1.624 -1.752 -6.093
C -2.420 -2.797 -6.526
C -1.843 -4.023 -6.853
C -0.475 -4.199 -6.740
C 0.325 -3.142 -6.309
C 0.161 0.839 -6.499
C 0.020 0.659 -7.878
C -0.469 1.678 -8.678
C -0.816 2.903 -8.118
C -0.666 3.099 -6.757
C -0.177 2.074 -5.952
H 0.837 0.855 -3.592
H -0.774 0.195 -3.891
H -2.264 -0.793 -2.001
H -4.302 -2.130 -2.279
H -4.153 -4.472 -3.067
H -1.944 -5.466 -3.569
H 0.087 -4.121 -3.376
H 3.038 -0.581 -3.702
H 5.148 -1.798 -3.862
H 5.364 -4.069 -2.898
H 3.418 -5.105 -1.748
H 1.316 -3.901 -1.574
H -2.076 -0.792 -5.869
H -3.490 -2.659 -6.618
H -2.467 -4.837 -7.200
H -0.024 -5.148 -6.999
H 1.399 -3.271 -6.231
H 0.286 -0.291 -8.328
H -0.578 1.518 -9.743
H -1.201 3.699 -8.744
H -0.926 4.052 -6.313
H -0.064 2.259 -4.892
*
```

Output
Orbital gap ... 7.4 eV
HOMO energy ... -10.1 eV
LUMO level ... -2.65 eV

=====

Need the numbers? Relative energies in eV: version A 2.903; version B 0.000.

=====

Version A
Formula: C3H5ClN2O
Source: the Open Molecules 2025 dataset
Level of theory: ωB97M-V with the def2-TZVPD basis set

Geometry as ORCA input:
```
! wB97M-V def2-TZVPD RIJCOSX def2/J DEFGRID3
* xyz 0 1
C -0.195 -1.536 -0.130
C 0.546 -0.465 -0.274
C -0.020 0.986 -0.203
H -2.207 -1.934 0.438
H -1.637 -0.277 0.559
H 0.386 -2.521 -0.474
H 0.625 2.769 -0.280
H 1.990 1.913 -0.031
N -1.516 -1.311 0.314
N 1.005 1.980 0.416
O -1.220 1.137 -0.329
Cl 2.242 -0.741 -0.006
*
```

Output
Orbital gap ... 8.8 eV
HOMO energy ... -8.3 eV
SMILES string ... N/C=C(/Cl)C(N)=O
LUMO level ... 0.41 eV

=====

Version B
Formula: C3H5ClN2O
Source: the Open Molecules 2025 dataset
Level of theory: ωB97M-V with the def2-TZVPD basis set

Geometry as ORCA input:
```
! wB97M-V def2-TZVPD RIJCOSX def2/J DEFGRID3
* xyz 0 1
C -0.753 -1.342 -0.099
C 0.351 -0.537 -0.200
C 0.467 0.848 -0.163
H -2.803 -1.314 0.119
H -1.855 0.249 -0.039
H -0.747 -2.452 0.082
H 1.646 2.513 0.269
H 2.637 1.191 0.762
N -1.945 -0.785 -0.246
N 1.678 1.501 -0.410
O -0.600 1.526 0.025
Cl 1.925 -1.398 -0.099
*
```

Output
Orbital gap ... 8.1 eV
HOMO energy ... -8.6 eV
LUMO level ... -0.48 eV

=====

Need the numbers? Relative energies in eV: version A 0.000; version B 1.240.